Formula: CH6NO2
Source: the Open Molecules 2025 dataset
Level of theory: ωB97M-V with the def2-TZVPD basis set

Structure (XYZ):
```
10
Properties=species:S:1:pos:R:3
C -0.40569 0.13772 0.22152
N 0.76588 -0.29441 -0.67133
O -0.41838 -0.87337 1.08320
O -0.29161 1.36764 0.69277
H -1.65674 -0.20369 -0.90396
H 1.51347 -0.45234 0.10334
H 0.90321 0.34522 -1.37500
H 0.71263 -1.22842 -1.03812
H -1.12170 -0.88204 1.82621
H -0.00108 2.08368 0.06138
```

For the electronic energy, the calculation gives -246.56659 hartree. The value obtained for the lowest unoccupied orbital energy is -3.91 eV. For the relative energy (zero: lowest compared OMol25 entry of this formula, charge and spin), the calculation gives 86.07 kcal/mol. Its total charge is +1. Its gap between HOMO and LUMO is 11.058 eV.

These are the Mulliken partial charges, in e, on atoms 1 to 5: 0.10, -0.31, -0.46, -0.41, 0.31

Formula: C2H6NOS
Source: the Open Molecules 2025 dataset
Level of theory: ωB97M-V with the def2-TZVPD basis set

Structure (XYZ):
```
11
Properties=species:S:1:pos:R:3
C -1.03517 -1.90748 -0.42848
S -1.58365 -0.41798 -1.32527
H -0.74174 -1.61169 0.57851
H -1.73508 -2.74397 -0.39296
H -0.15372 -2.35251 -0.90829
C 0.95553 1.88780 0.93057
N 0.77185 1.10943 -0.13242
O 2.05407 2.20064 1.39929
H 0.03538 2.24546 1.41498
H -0.17728 0.77162 -0.53397
H 1.60982 0.81869 -0.60197
```

For the electronic energy, the calculation gives -608.03902 hartree. The value obtained for the lowest unoccupied orbital energy is 4.11 eV. For the relative energy (zero: lowest compared OMol25 entry of this formula, charge and spin), the calculation gives 17.20 kcal/mol. Its total charge is -1. Its gap between HOMO and LUMO is 7.075 eV.

These are the Mulliken partial charges, in e, on atoms 1 to 5: -0.77, -0.71, 0.22, 0.26, 0.20

Formula: C34H27Cl3N2O2SY
Source: the Open Molecules 2025 dataset
Level of theory: ωB97M-V with the def2-TZVPD basis set

Structure (XYZ):
```
70
Properties=species:S:1:pos:R:3
Y 0.27694 0.28756 0.13560
N -2.06867 -0.20654 0.52648
S -2.59011 -0.56879 -0.91390
C -3.05102 -2.32969 -0.93706
C -2.38963 -3.14995 -1.83644
C -2.58333 -4.51875 -1.77701
C -3.46082 -5.05351 -0.84982
C -4.14758 -4.22331 0.02335
C -3.92757 -2.85786 -0.00371
C -4.26922 0.13408 -0.99277
C -4.46510 1.32305 -0.30929
C -5.69281 1.95725 -0.36869
C -6.71712 1.40712 -1.12162
C -6.50862 0.22810 -1.81845
C -5.28100 -0.41042 -1.76602
H -2.71825 -0.43326 1.27625
H -1.72067 -2.72062 -2.56431
H -2.04290 -5.16493 -2.45051
H -3.59824 -6.12291 -0.78999
H -4.85236 -4.64368 0.72754
H -4.44359 -2.20506 0.68741
H -3.65771 1.74381 0.27077
H -5.84452 2.88377 0.16353
H -7.67879 1.89837 -1.16661
H -7.30710 -0.19023 -2.41252
H -5.11636 -1.32687 -2.31214
Cl 0.59227 -4.55247 -0.25489
C 0.75251 -3.58676 -1.68350
C 0.96270 -4.17807 -2.89688
C 1.07022 -3.39850 -4.05042
C 0.93329 -2.01817 -3.94722
C 0.69758 -1.43713 -2.72747
Cl 0.45005 0.30873 -2.60162
C 0.62671 -2.16403 -1.47697
N 0.44193 -1.64335 -0.31549
H 1.04430 -5.25446 -2.95780
H 1.25631 -3.86303 -5.00733
H 1.00732 -1.39194 -4.82558
Cl -2.83707 2.66394 2.67155
C -1.07976 2.65238 2.48777
C -0.72909 3.23015 1.06107
O -0.62922 4.43819 0.96504
O -0.60998 2.36349 0.15313
H -0.75724 1.61063 2.60535
H -0.66149 3.28433 3.27325
C 5.54655 5.13132 1.59333
C 5.34105 3.93196 2.25185
C 4.42382 3.01917 1.77218
C 3.69224 3.27129 0.61047
C 3.89220 4.50194 -0.02310
C 4.79944 5.42079 0.46435
C 2.66760 2.36264 0.09124
C 2.37149 1.10759 0.48370
C 3.17159 0.31887 1.42196
C 2.66463 0.02282 2.69960
C 3.36166 -0.78405 3.57302
C 4.57886 -1.33620 3.19648
C 5.09092 -1.06331 1.93799
C 4.40291 -0.24917 1.05978
H 6.27790 5.83750 1.95692
H 5.89462 3.71191 3.15476
H 4.24806 2.10537 2.31324
H 3.30824 4.74153 -0.90025
H 4.92695 6.37500 -0.02865
H 2.04736 2.84147 -0.66959
H 1.70832 0.45847 2.99923
H 2.95597 -0.99543 4.55557
H 5.10950 -1.99456 3.87122
H 6.04037 -1.49339 1.64639
H 4.80255 -0.04419 0.07622
```

For the electronic energy, the calculation gives -3388.96189 hartree. The value obtained for the lowest unoccupied orbital energy is 2.25 eV. For the relative energy (zero: lowest compared OMol25 entry of this formula, charge and spin), the calculation gives 24.80 kcal/mol. Its total charge is -1. Its gap between HOMO and LUMO is 5.969 eV.

These are the Mulliken partial charges, in e, on atoms 1 to 5: 0.29, -0.43, 1.03, 0.35, -0.35

Formula: C30H32FN5O3
Source: the Open Molecules 2025 dataset
Level of theory: ωB97M-V with the def2-TZVPD basis set

Structure (XYZ):
```
71
Properties=species:S:1:pos:R:3
C 2.17053 1.56972 -5.24534
H 1.26564 1.13659 -4.60589
H 1.75866 2.34178 -5.66540
H 2.33212 0.72639 -6.07626
C 3.38642 1.69372 -4.67425
N 3.83533 0.76747 -3.64148
C 4.79796 1.30225 -2.60922
H 5.27154 0.09120 -2.18155
C 4.02411 1.63491 -1.38105
N 2.88707 0.83674 -0.94305
C 3.06539 0.19836 0.47637
O 3.88022 0.41763 1.19741
C 1.80071 -0.79817 0.35915
C 2.14865 -1.77480 1.55825
C 1.14457 -2.75971 1.78626
C -0.08358 -2.35382 1.35343
C -0.47096 -1.42120 0.26367
C 0.63632 -0.56653 -0.03966
H 0.31078 0.01299 -0.62098
H -1.33156 -1.34135 0.02452
N -1.10667 -3.39534 1.82235
C -2.32364 -3.01177 2.24881
O -3.06139 -4.05734 2.71672
C -3.06964 -1.69943 1.98030
C -4.45047 -2.13297 1.58707
N -4.96252 -0.58382 1.46619
N -3.95440 0.33211 1.57987
C -2.82865 -0.54853 2.18481
C -1.51548 0.32068 2.38481
C -0.71506 -0.29140 3.27294
C 0.57487 0.15204 3.58945
C 0.86386 1.34439 2.81713
C -0.10813 2.04921 2.11547
C -1.31309 1.45481 1.68120
H -2.00814 1.90235 1.07783
H 0.15763 2.95719 1.80757
H 1.76383 1.77269 2.99907
O 1.43137 -0.19369 4.42810
C 2.75212 0.06317 4.50980
H 2.87789 1.06075 5.13052
H 3.16490 -0.51372 5.06154
H 3.38164 0.39799 3.60954
H -0.81213 -1.24924 3.72785
C -6.13198 0.01834 0.94580
C -7.07805 -0.97995 0.70989
C -8.58662 -0.35190 0.35210
C -8.69042 1.09088 0.34313
C -7.71803 1.94779 0.68533
C -6.33757 1.19369 1.15931
H -5.35626 1.97813 1.43704
H -7.73161 2.86896 0.81884
F -9.79591 1.47505 0.09971
H -9.41251 -1.11059 0.15743
H -7.14400 -1.84628 0.66128
H -5.23707 -2.56101 1.32666
H -0.81470 -4.03464 2.41552
H 1.35406 -3.46398 2.48496
H 3.21775 -1.81334 1.87595
H 2.37952 0.42520 -1.55134
H 4.51576 2.18366 -0.38404
H 3.43038 2.61977 -1.73502
H 5.44976 1.89433 -2.85662
C 4.11565 -0.62614 -4.21732
C 5.59050 -0.42762 -5.08478
H 6.24750 -0.15679 -4.52882
H 5.29717 0.18969 -5.94161
H 5.61601 -1.45438 -5.50243
H 4.24893 -1.24051 -3.25739
H 3.43957 -0.76144 -4.93209
H 3.27384 3.01240 -3.63897
H 4.28974 2.08638 -4.97637
```

For the electronic energy, the calculation gives -1760.61244 hartree. The value obtained for the lowest unoccupied orbital energy is -0.05 eV. For the relative energy (zero: lowest compared OMol25 entry of this formula, charge and spin), the calculation gives 736.75 kcal/mol. Its gap between HOMO and LUMO is 7.846 eV.

These are the Mulliken partial charges, in e, on atoms 1 to 5: -1.39, 0.14, 0.56, 0.22, -0.53